[1]
The following is a quantum chemistry calculation of a cluster of 2 separate species, C4H13NS in total at a distorted geometry, from the Open Molecules 2025 dataset.

* E_tot: -613.045228 Ha
* E_LUMO: -0.43 eV
* total charge: 0
* HOMO energy: -0.216 Eh
* relative energy (zero: lowest compared OMol25 entry of this formula, charge and spin): 52.58 kcal per mole
* gap between HOMO and LUMO: 5.4 eV

The geometry in XYZ format:
```
19
Properties=species:S:1:pos:R:3:lowdin_charge:R:1
C -2.55 -1.35 2.06 -0.254
C -2.04 -0.70 0.78 -0.809
S -0.88 -1.83 -0.09 0.163
H -3.41 -0.80 2.48 0.054
H -1.81 -1.43 2.85 0.049
H -2.99 -2.32 1.81 0.048
H -1.62 0.25 1.12 0.020
H -2.87 -0.50 0.09 0.025
C 1.14 0.69 -2.13 -0.095
C 1.83 1.40 -1.00 -0.204
N 2.09 0.40 0.11 0.181
H 0.89 -0.33 -1.86 0.014
H 0.23 1.22 -2.40 0.086
H 1.73 0.61 -3.04 0.080
H 2.71 1.94 -1.33 0.118
H 1.25 2.19 -0.59 0.112
H 2.45 -0.49 -0.22 0.157
H 1.17 0.23 0.50 0.095
H 2.68 0.81 0.84 0.160
```

=====

[2]
The following is a quantum chemistry calculation of a cluster of 2 separate species, C4H13NS in total at a distorted geometry, from the Open Molecules 2025 dataset.

* E_tot: -613.089531 Ha
* SMILES: CCS.CNC
* E_LUMO: 0.93 eV
* total charge: 0
* HOMO energy: -0.321 Eh
* relative energy (zero: lowest compared OMol25 entry of this formula, charge and spin): 24.78 kcal per mole
* gap between HOMO and LUMO: 9.7 eV

The geometry in XYZ format:
```
19
Properties=species:S:1:pos:R:3:lowdin_charge:R:1
C -1.16 -1.47 -0.68 -0.176
C -0.61 -1.06 0.71 -0.645
S 0.70 -2.21 1.15 0.660
H -1.81 -2.34 -0.69 0.065
H -1.78 -0.61 -0.96 0.039
H -0.30 -1.60 -1.34 0.061
H -0.16 -0.07 0.76 0.024
H -1.34 -1.00 1.53 0.067
H 1.78 -1.44 0.77 -0.122
C -1.08 2.19 -0.80 -0.125
N 0.32 1.81 -1.18 -0.159
C 1.21 2.48 -0.20 -0.155
H -1.09 2.83 0.07 0.069
H -1.61 1.25 -0.63 0.032
H -1.57 2.57 -1.70 0.079
H 0.45 2.28 -2.07 0.079
H 2.20 2.38 -0.60 0.070
H 0.92 3.52 0.03 0.073
H 1.09 1.98 0.76 0.064
```

=====

[3]
The following is a quantum chemistry calculation of a cluster of 3 separate species, C4H13O4 in total at a distorted geometry, from the Open Molecules 2025 dataset.

* E_tot: -461.151270 Ha
* E_LUMO: 3.98 eV
* total charge: -1
* HOMO energy: -0.176 Eh
* relative energy (zero: lowest compared OMol25 entry of this formula, charge and spin): 38.44 kcal per mole
* gap between HOMO and LUMO: 8.8 eV

The geometry in XYZ format:
```
21
Properties=species:S:1:pos:R:3:lowdin_charge:R:1
C 0.67 -1.56 0.90 -0.176
C 0.53 -0.56 2.09 -0.215
C 0.53 0.90 1.63 -0.282
O 1.30 1.19 0.41 -0.189
C -0.54 -1.54 -0.04 -0.336
O -0.34 -1.97 -1.34 -0.148
H 1.50 -1.47 0.30 0.067
H 0.86 -2.61 1.34 0.120
H 1.30 -0.82 2.85 0.091
H -0.36 -0.77 2.70 0.096
H -0.58 1.14 1.67 0.105
H 1.14 1.67 2.29 0.128
H -1.04 -0.60 -0.10 0.085
H -1.36 -2.25 0.25 0.116
H -0.03 -1.14 -1.89 0.082
H 0.82 0.80 -0.45 0.007
H 0.88 0.84 -2.16 -0.091
O 0.09 0.67 -1.75 -0.343
H -1.12 2.65 -1.10 -0.031
H -1.73 1.45 -1.73 0.043
O -1.97 2.32 -1.25 -0.128
```

=====

[4]
The following is a quantum chemistry calculation of a cluster of 3 separate species, C4H13O4 in total at a distorted geometry, from the Open Molecules 2025 dataset.

* E_tot: -461.023381 Ha
* <S²>: 0.7551
* spin multiplicity: 2
* E_LUMO (spin up / spin down): 0.59 / -3.51 eV
* total charge: 0
* HOMO energy (spin up / spin down): -0.392 / -0.391 Eh
* relative energy (zero: lowest compared OMol25 entry of this formula, charge and spin): 21.06 kcal per mole
* gap between HOMO and LUMO (spin up / spin down): 11.2 / 7.1 eV

The geometry in XYZ format:
```
21
Properties=species:S:1:pos:R:3:mulliken_spin:R:1
C 0.82 1.56 0.77 0.004
O 1.47 2.61 -0.03 0.002
C -0.66 1.70 0.56 0.002
C -1.42 0.51 1.21 0.168
C -1.44 -0.76 0.26 0.006
O -0.25 -0.98 -0.27 0.689
H 1.30 0.63 0.55 0.004
H 1.19 1.98 1.73 0.001
H 1.62 2.29 -0.92 0.000
H -1.03 1.70 -0.46 0.002
H -1.16 2.61 0.96 0.008
H -0.97 0.27 2.16 -0.005
H -2.49 0.67 1.42 -0.002
H -2.27 -0.44 -0.42 0.041
H -1.95 -1.58 0.74 0.007
H 0.82 -1.99 0.45 0.001
H 2.01 -2.34 -0.16 -0.001
O 1.65 -2.48 0.74 0.006
H 0.26 -1.95 -2.98 -0.004
H -0.42 -1.20 -1.72 -0.007
O -0.50 -1.43 -2.71 0.078
```

=====

[5]
The following is a quantum chemistry calculation of a structure of composition C4H13P3 at a distorted geometry, from the Open Molecules 2025 dataset.

* E_tot: -1184.115086 Ha
* E_LUMO: -0.15 eV
* total charge: 0
* HOMO energy: -0.241 Eh
* relative energy (zero: lowest compared OMol25 entry of this formula, charge and spin): 71.43 kcal per mole
* gap between HOMO and LUMO: 6.4 eV

The geometry in XYZ format:
```
20
Properties=species:S:1:pos:R:3:lowdin_charge:R:1
C -0.43 1.02 -2.09 -0.203
C 2.21 0.37 -0.08 -0.323
C -1.77 0.81 2.59 -0.546
C -0.11 -0.44 -1.67 -0.521
P -2.08 0.15 0.82 0.574
P 0.97 -2.40 0.36 0.523
P 0.48 -0.33 0.08 0.444
H -1.09 1.43 -1.22 0.005
H 0.36 1.68 -2.04 0.012
H -0.85 1.06 -3.07 0.057
H 2.18 1.32 -0.63 0.025
H 2.81 0.41 0.90 0.069
H 2.65 -0.39 -0.75 0.011
H -2.78 0.58 3.04 0.006
H -1.26 0.04 3.25 0.013
H -1.36 1.78 2.49 -0.038
H 0.61 -1.04 -2.29 0.078
H -1.05 -1.05 -1.55 0.037
H 0.91 -2.24 1.87 -0.104
H -0.41 -2.74 -0.02 -0.119
```

=====

[6]
The following is a quantum chemistry calculation of the ion C4H14B2FO7P2S with charge -1 at a distorted geometry, from the Open Molecules 2025 dataset.

* E_tot: -1918.326505 Ha
* E_LUMO: 3.08 eV
* total charge: -1
* HOMO energy: -0.186 Eh
* gap between HOMO and LUMO: 8.1 eV

The geometry in XYZ format:
```
31
Properties=species:S:1:pos:R:3:lowdin_charge:R:1
C -1.95 1.65 1.47 -0.110
O -2.45 0.75 0.51 -0.011
B -1.56 0.24 -0.44 -0.615
O -1.90 0.51 -1.76 0.122
B -0.16 -0.68 -0.13 -0.636
C 1.23 0.19 0.15 -0.150
C 1.49 1.29 -0.87 -0.393
C 1.11 2.69 -0.40 -0.033
F 2.87 1.31 -1.20 -0.072
P 0.15 -1.90 -1.61 0.482
O -1.00 -2.70 -2.08 -0.316
O 1.38 -2.91 -1.27 -0.168
O 0.81 -1.01 -2.81 -0.160
P -0.44 -1.75 1.46 0.241
O -0.61 -0.71 2.72 -0.261
O 0.99 -2.41 1.85 -0.232
S -1.92 -3.02 1.55 0.224
H -0.90 1.46 1.71 0.067
H -2.05 2.68 1.11 0.087
H -2.52 1.55 2.39 0.086
H -2.82 0.27 -1.90 0.104
H 2.09 -0.49 0.10 0.090
H 1.27 0.62 1.15 0.089
H 0.97 1.10 -1.81 0.116
H 1.68 3.41 -0.99 0.075
H 0.05 2.85 -0.56 0.077
H 1.35 2.83 0.66 0.078
H 2.23 -2.46 -1.32 0.059
H 1.18 -1.62 -3.46 0.070
H -1.49 -0.91 3.06 0.032
H 0.92 -2.80 2.72 0.059
```

=====

[7]
The following is a quantum chemistry calculation of a structure of composition C4H14CoO7 at a distorted geometry, from the Open Molecules 2025 dataset.

* E_tot: -2070.057852 Ha
* <S²>: 3.7567
* spin multiplicity: 4
* E_LUMO (spin up / spin down): 4.80 / 4.76 eV
* total charge: -2
* HOMO energy (spin up / spin down): 0.049 / 0.049 Eh
* gap between HOMO and LUMO (spin up / spin down): 3.5 / 3.4 eV

The geometry in XYZ format:
```
26
Properties=species:S:1:pos:R:3:mulliken_spin:R:1
Co -0.71 0.42 0.17 2.799
O 3.31 -1.34 -2.05 0.001
C 3.65 -0.48 -1.08 0.003
C 2.60 0.55 -0.55 0.000
O 1.24 0.31 -0.52 0.044
H 4.60 0.10 -1.33 0.000
H 4.05 -1.07 -0.18 0.000
H 2.74 1.51 -1.11 0.003
H 2.94 0.82 0.49 0.000
O -0.98 -1.51 -0.67 0.066
C -2.30 -1.86 -0.56 -0.004
C -2.88 -1.35 0.76 0.000
O -2.53 -0.04 1.09 0.054
H -2.42 -2.96 -0.63 0.004
H -2.88 -1.42 -1.41 -0.001
H -2.37 -1.96 1.54 -0.002
H -3.96 -1.54 0.92 0.004
O -1.37 1.50 -1.47 0.006
H -0.75 1.77 -2.16 0.002
H -2.25 1.64 -1.82 0.002
O -0.57 2.38 1.22 0.004
H -1.10 3.17 1.10 0.004
H 0.18 2.64 1.76 0.001
O 0.30 -0.24 1.99 0.008
H 0.25 -1.07 2.47 0.001
H 1.22 0.04 2.02 0.000
```

=====

[8]
The following is a quantum chemistry calculation of a structure of composition C4H14IN3OsS at a distorted geometry, from the Open Molecules 2025 dataset.

* E_tot: -1110.761617 Ha
* <S²>: 6.0203
* spin multiplicity: 5
* E_LUMO (spin up / spin down): -6.98 / -10.80 eV
* total charge: +2
* HOMO energy (spin up / spin down): -0.540 / -0.609 Eh
* relative energy (zero: lowest compared OMol25 entry of this formula, charge and spin): 59.52 kcal per mole
* gap between HOMO and LUMO (spin up / spin down): 7.7 / 5.8 eV

The geometry in XYZ format:
```
24
Properties=species:S:1:pos:R:3:mulliken_spin:R:1
C -0.26 -0.84 -3.44 0.184
C 0.82 0.45 -3.45 0.151
H 0.31 -1.72 -3.76 -0.001
H -1.01 -0.58 -4.19 0.019
H -0.88 -1.18 -2.56 0.096
H 1.27 0.91 -2.51 0.100
H 1.70 0.03 -3.94 0.000
H 0.40 1.25 -4.06 0.015
Os 0.05 0.09 -1.70 2.401
C -1.47 1.34 -2.05 -0.020
H -1.16 2.11 -2.77 0.022
H -1.85 1.86 -1.17 0.013
H -2.31 0.80 -2.53 0.024
I 1.88 -1.83 -1.07 0.634
N -1.17 -0.65 -0.04 0.056
N -1.07 0.17 1.16 0.027
C 0.01 0.97 1.27 0.017
N 0.39 1.31 2.52 0.034
S 0.80 1.65 -0.07 0.224
H -0.88 -1.60 0.22 0.003
H -2.17 -0.68 -0.26 -0.007
H -1.43 -0.29 2.00 0.002
H 1.23 1.84 2.66 0.003
H -0.03 0.87 3.33 0.000
```

=====

[9]
The following is a quantum chemistry calculation of a cluster of 2 separate species, C4H14N in total at a distorted geometry, from the Open Molecules 2025 dataset.

* E_tot: -215.270643 Ha
* E_LUMO: -3.65 eV
* total charge: +1
* HOMO energy: -0.558 Eh
* relative energy (zero: lowest compared OMol25 entry of this formula, charge and spin): 24.01 kcal per mole
* gap between HOMO and LUMO: 11.5 eV

The geometry in XYZ format:
```
19
Properties=species:S:1:pos:R:3:lowdin_charge:R:1
C -1.73 -0.90 0.11 -0.167
C -0.58 -1.91 0.33 -0.068
N -1.42 -0.04 -1.11 0.161
H -2.72 -1.36 0.06 0.132
H -1.79 -0.14 0.89 0.120
H -0.60 -2.09 1.42 0.103
H 0.45 -1.60 0.05 0.080
H -0.77 -0.54 -1.73 0.167
H -2.30 0.07 -1.66 0.182
H -0.91 0.86 -1.03 0.132
H -0.69 -2.79 -0.30 0.081
C 2.46 1.52 0.81 -0.143
C 1.22 1.20 0.01 -0.186
H 3.14 2.13 0.21 0.072
H 2.38 2.06 1.73 0.069
H 3.16 0.72 1.08 0.078
H 0.58 2.11 -0.17 0.086
H 1.30 0.81 -1.03 0.079
H 0.58 0.58 0.59 0.023
```

=====

[10]
The following is a quantum chemistry calculation of a cluster of 2 separate species, C4H14N in total at a distorted geometry, from the Open Molecules 2025 dataset.

* E_tot: -215.248564 Ha
* E_LUMO: -3.78 eV
* total charge: +1
* HOMO energy: -0.546 Eh
* relative energy (zero: lowest compared OMol25 entry of this formula, charge and spin): 37.86 kcal per mole
* gap between HOMO and LUMO: 11.1 eV

The geometry in XYZ format:
```
19
Properties=species:S:1:pos:R:3:lowdin_charge:R:1
C -1.80 2.67 -0.48 -0.186
C -1.08 2.06 0.65 -0.194
H -1.79 1.95 -1.32 0.067
H -2.83 2.84 -0.29 0.050
H -1.43 3.70 -0.82 0.106
H -0.85 2.78 1.40 0.060
H -0.14 1.58 0.21 0.074
H -1.76 1.40 1.13 0.048
C 1.18 -2.34 -0.02 -0.239
C 2.01 -1.44 -0.81 -0.127
N 0.00 -1.62 0.71 0.176
H 0.68 -3.23 -0.44 0.133
H 1.79 -2.86 0.84 0.161
H 1.32 -0.92 -1.68 0.141
H 2.92 -1.85 -1.29 0.094
H -0.35 -2.16 1.58 0.214
H 0.41 -0.71 0.90 0.120
H -0.76 -1.41 0.05 0.162
H 2.47 -0.44 -0.31 0.138
```